1.
Computed, not measured: C2H3F2OP in the gas phase, with ωB97M-V/def2-TZVPD.

Structure (ORCA input):
```
! wB97M-V def2-TZVPD RIJCOSX def2/J DEFGRID3
* xyz 0 3
C -1.03 0.29 -0.22
C 0.36 -0.66 0.17
O 1.74 1.57 -0.32
F 0.05 -1.33 1.33
F 0.66 -1.55 -0.76
P 1.94 0.43 0.50
H -1.46 0.49 0.83
H -1.63 -0.41 -0.84
H -0.64 1.18 -0.69
*
```

Gap between HOMO and LUMO (alpha / beta) (Ha): 0.311 / 0.333
<S²>: 2.009
ΔE to the lowest compared entry with this formula, charge and spin (kcal per mole): 4.7
Maximum force (eV/A): 6.1

Löwdin population analysis, charges in e, atoms 1 to 6:
1. C 0.030
2. C -0.662
3. O -0.475
4. F -0.009
5. F 0.054
6. P 0.842

2.
Computed, not measured: 9 unconnected molecules or ions with the total composition C20H24Cl16O4S, with ωB97M-V/def2-TZVPD.

Structure (ORCA input):
```
! wB97M-V def2-TZVPD RIJCOSX def2/J DEFGRID3
* xyz 0 1
O 4.31 -3.27 1.94
C 4.08 -2.31 1.28
O 4.42 -2.30 -0.09
C 3.81 -1.11 -0.56
O 3.83 -0.84 -1.72
C 3.18 -0.26 0.57
C 2.46 1.12 0.47
C 0.95 0.77 -0.07
O 0.31 1.49 -0.79
C 0.39 -0.65 0.38
C 0.59 -1.82 -0.49
C 0.11 -3.14 -0.08
C -0.56 -3.24 1.21
C -0.80 -2.09 2.06
C -0.33 -0.77 1.66
C 3.37 -0.99 1.71
S 2.92 -0.57 3.41
H 2.97 1.82 -0.26
H 2.38 1.62 1.45
H 1.14 -1.65 -1.45
H 0.29 -4.02 -0.75
H -0.91 -4.26 1.52
H -1.33 -2.19 3.04
H -0.49 0.13 2.27
H 1.64 -1.02 3.66
Cl 3.03 0.09 6.36
C 4.51 0.89 6.90
Cl 5.49 1.41 5.53
H 4.24 1.76 7.50
H 5.08 0.19 7.50
Cl -0.94 0.29 5.25
C -2.50 1.07 4.92
Cl -2.76 1.27 3.18
H -3.29 0.44 5.32
H -2.51 2.04 5.40
Cl 0.43 0.06 -3.30
C 0.53 -1.05 -4.68
Cl 0.83 -2.71 -4.16
H -0.42 -1.02 -5.22
H 1.34 -0.73 -5.33
Cl -5.09 -0.96 0.64
C -3.98 0.14 -0.20
Cl -2.95 -0.75 -1.34
H -4.56 0.87 -0.76
H -3.36 0.64 0.53
Cl -0.26 4.66 3.26
C 0.46 3.95 1.81
Cl 0.41 2.19 1.88
H -0.09 4.29 0.94
H 1.50 4.26 1.74
Cl -7.17 -1.12 -3.78
C -5.51 -1.68 -3.59
Cl -4.53 -1.26 -5.01
H -5.07 -1.21 -2.72
H -5.51 -2.76 -3.47
Cl 2.19 6.69 0.97
C 2.89 5.96 -0.48
Cl 2.83 4.19 -0.41
H 2.33 6.30 -1.34
H 3.92 6.27 -0.56
Cl -3.17 -2.11 -9.84
C -4.00 -3.04 -8.59
Cl -5.48 -3.78 -9.22
H -3.34 -3.83 -8.24
H -4.26 -2.38 -7.77
*
```

Gap between HOMO and LUMO (Ha): 0.309
SMILES string: O=C1OC(=O)C(CC(=O)c2ccccc2)=C1S.ClCCl.ClCCl.ClCCl.ClCCl.ClCCl.ClCCl.ClCCl.ClCCl
Maximum force (eV/A): 3.1

Löwdin population analysis, charges in e, atoms 1 to 6:
1. O 0.157
2. C -0.412
3. O 0.130
4. C -0.376
5. O 0.157
6. C -0.105

3.
Computed, not measured: a molecular structure, C12H13CeF6NO, with ωB97M-V/def2-TZVPD.

Structure (ORCA input):
```
! wB97M-V def2-TZVPD RIJCOSX def2/J DEFGRID3
* xyz 0 1
C 1.63 -1.64 -2.72
C 0.23 -1.63 -3.01
C -0.45 -2.38 -1.99
C 0.54 -2.85 -1.06
C 1.83 -2.40 -1.52
Ce 0.53 -0.18 -0.78
C -1.02 1.57 -1.79
C 0.27 1.70 -2.16
C 1.28 2.16 -2.92
N 2.15 0.81 -0.54
H -1.52 -2.58 -1.94
H -0.24 -1.14 -3.87
H 0.35 -3.48 -0.18
H 2.79 -2.60 -1.04
H 2.41 -1.15 -3.32
H -1.75 0.97 -2.36
H 3.05 1.06 -0.09
H -1.47 2.16 -0.97
H 1.12 2.85 -3.75
H 2.32 1.88 -2.72
C -0.23 1.73 2.84
C -0.82 0.42 2.39
O -0.36 0.01 1.15
C -0.46 -0.71 3.41
F -0.85 -0.40 4.69
F -1.00 -1.90 3.08
F 0.90 -0.86 3.42
C -2.39 0.56 2.27
F -2.97 0.97 3.42
F -2.67 1.51 1.32
F -2.97 -0.59 1.86
H 0.86 1.62 2.91
H -0.63 2.01 3.82
H -0.46 2.52 2.11
*
```

Gap between HOMO and LUMO (Ha): 0.283
Maximum force (eV/A): 5.2

Löwdin population analysis, charges in e, atoms 1 to 6:
1. C -0.184
2. C -0.194
3. C -0.189
4. C -0.179
5. C -0.181
6. Ce 1.055

4.
Computed, not measured: a molecular structure, C7H6NO3, with ωB97M-V/def2-TZVPD.

Structure (ORCA input):
```
! wB97M-V def2-TZVPD RIJCOSX def2/J DEFGRID3
* xyz -1 1
C 0.15 -0.71 0.19
C -1.40 -0.38 0.04
C -0.35 -2.07 0.05
C 1.35 0.06 0.42
C -2.18 0.81 0.01
C 2.63 -0.76 0.66
C -1.62 1.91 -0.88
N -1.72 -1.64 0.00
O 1.50 1.33 0.27
O 0.17 -3.17 -0.10
O -3.16 0.99 0.67
H 3.53 -0.24 0.18
H 2.68 -1.81 0.14
H 2.84 -0.88 1.76
H -0.58 1.99 -0.51
H -2.10 2.86 -0.92
H -1.74 1.71 -1.99
*
```

Gap between HOMO and LUMO (Ha): 0.258
ΔE to the lowest compared entry with this formula, charge and spin (kcal per mole): 25.0
Maximum force (eV/A): 5.7

Löwdin population analysis, charges in e, atoms 1 to 6:
1. C -0.048
2. C -0.149
3. C -0.471
4. C -0.472
5. C -0.419
6. C -0.072

5.
Computed, not measured: a gas-phase ion, C19H27N6O4 (charge +1), with ωB97M-V/def2-TZVPD.

Structure (ORCA input):
```
! wB97M-V def2-TZVPD RIJCOSX def2/J DEFGRID3
* xyz 1 1
N 1.36 3.93 1.83
C 1.56 3.20 0.60
C 3.05 2.80 0.33
C 3.10 1.87 -0.84
C 3.19 0.49 -0.65
C 2.90 -0.39 -1.67
C 2.53 0.11 -2.91
O 2.04 -0.79 -3.85
C 2.58 1.47 -3.16
C 2.86 2.34 -2.13
C 0.70 1.98 0.60
C -0.01 1.35 1.62
N -0.54 0.26 1.05
C -1.35 -0.77 1.68
C -2.82 -0.36 1.87
C -3.33 -0.71 3.27
C -2.66 0.11 4.36
O -1.71 0.83 4.19
O -3.26 -0.07 5.53
C -1.10 -2.09 0.94
O -0.44 -2.95 1.48
N -1.61 -2.30 -0.30
C -1.10 -3.45 -1.02
C 0.09 -2.98 -1.86
N -0.11 -1.56 -2.22
C -1.53 -1.29 -2.53
C -2.30 -1.39 -1.19
N -0.19 0.20 -0.23
N 0.54 1.23 -0.51
H 1.71 3.41 2.63
H 1.82 4.83 1.80
H 1.22 3.83 -0.23
H 3.45 2.31 1.22
H 3.61 3.71 0.14
H 3.44 0.11 0.33
H 2.94 -1.45 -1.51
H 2.08 -0.39 -4.73
H 2.36 1.85 -4.15
H 2.85 3.40 -2.32
H -0.18 1.61 2.64
H -0.91 -0.92 2.68
H -2.90 0.72 1.73
H -3.46 -0.85 1.14
H -3.15 -1.76 3.49
H -4.40 -0.54 3.34
H -2.83 0.45 6.23
H -0.79 -4.21 -0.30
H -1.90 -3.86 -1.64
H 0.19 -3.58 -2.77
H 1.02 -3.07 -1.29
H 0.55 -1.29 -2.98
H 0.07 -0.91 -1.38
H -1.89 -2.01 -3.26
H -1.62 -0.29 -2.94
H -2.38 -0.40 -0.74
H -3.31 -1.77 -1.38
*
```

Gap between HOMO and LUMO (Ha): 0.334
SMILES string: N[C@@H](Cc1ccc(O)cc1)c1cn([C@@H](CCC(=O)O)C(=O)N2CC[NH2+]CC2)nn1
ΔE to the lowest compared entry with this formula, charge and spin (kcal per mole): 1.5
Maximum force (eV/A): 0.8

Löwdin population analysis, charges in e, atoms 1 to 6:
1. N 0.055
2. C -0.336
3. C -0.091
4. C -0.260
5. C -0.039
6. C -0.031

6.
Computed, not measured: C9H10N2 in the gas phase, with ωB97M-V/def2-TZVPD.

Structure (ORCA input):
```
! wB97M-V def2-TZVPD RIJCOSX def2/J DEFGRID3
* xyz 0 1
C -0.13 -2.92 -0.78
C 0.58 -1.78 -1.27
C 0.30 -0.51 -1.05
C 0.78 0.92 -1.27
C -0.41 1.64 -1.91
N -1.34 1.28 -1.04
C -0.28 0.48 -0.21
C -0.25 0.49 1.47
C 0.30 1.85 1.79
C -1.62 0.21 1.86
N -2.67 0.05 2.28
H -1.20 -2.77 -0.86
H 0.15 -3.09 0.35
H -0.03 -3.91 -1.37
H 1.52 -2.03 -1.89
H 1.77 1.20 -1.08
H -0.40 2.37 -2.69
H 0.49 -0.36 1.89
H -0.46 2.67 1.93
H 0.65 1.99 2.86
H 0.96 2.29 1.10
*
```

Gap between HOMO and LUMO (Ha): 0.361
SMILES string: C/C=C1/[C@H]2C=N[C@@]12[C@@H](C)C#N
ΔE to the lowest compared entry with this formula, charge and spin (kcal per mole): 138.2
Maximum force (eV/A): 4.9

Löwdin population analysis, charges in e, atoms 1 to 6:
1. C -0.129
2. C -0.148
3. C -0.155
4. C -0.078
5. C -0.064
6. N 0.144

7.
Computed, not measured: 2 unconnected molecules or ions with the total composition C2H7NO, with ωB97M-V/def2-TZVPD.

Structure (ORCA input):
```
! wB97M-V def2-TZVPD RIJCOSX def2/J DEFGRID3
* xyz 0 1
C 0.23 -1.88 2.30
C 1.40 -1.80 1.67
N 1.61 -0.92 0.62
H -0.69 -1.39 2.03
H 0.09 -2.61 3.09
H 2.17 -2.53 1.88
H 1.01 -0.14 0.51
H 2.55 -0.86 0.25
O -2.94 4.32 -3.86
H -3.42 3.77 -4.45
H -2.01 4.03 -4.05
*
```

Gap between HOMO and LUMO (Ha): 0.335
SMILES string: C=CN.O
ΔE to the lowest compared entry with this formula, charge and spin (kcal per mole): 23.8
Maximum force (eV/A): 1.9

Löwdin population analysis, charges in e, atoms 1 to 6:
1. C -0.051
2. C -0.300
3. N 0.032
4. H 0.041
5. H 0.033
6. H 0.098

8.
Computed, not measured: a molecular structure, C48H41BClCsF5N10O3S2, with ωB97M-V/def2-TZVPD.

Structure (ORCA input):
```
! wB97M-V def2-TZVPD RIJCOSX def2/J DEFGRID3
* xyz -2 2
Cs 0.29 -0.20 -0.45
C -2.88 1.33 -2.20
C -2.19 2.60 -1.81
C -2.47 3.91 -2.25
C -1.52 4.68 -1.61
N -0.76 3.87 -0.85
N -1.17 2.59 -0.97
B 0.46 4.27 0.01
N 1.73 3.53 -0.42
C 2.89 3.53 0.27
C 3.75 2.66 -0.33
C 3.02 2.14 -1.41
C 3.44 1.10 -2.40
N 1.81 2.67 -1.47
N 0.25 3.99 1.52
C -0.11 4.81 2.52
C 0.07 4.14 3.71
C 0.56 2.87 3.32
C 0.97 1.73 4.20
N 0.65 2.79 2.01
N 0.71 5.79 -0.25
C 1.58 6.29 -1.14
C 1.38 7.65 -1.23
C 0.33 7.90 -0.33
C -0.33 9.20 0.00
N -0.08 6.78 0.25
H -3.60 1.54 -3.00
H -3.42 0.89 -1.36
H -2.17 0.59 -2.57
H -3.23 4.24 -2.93
H -1.34 5.75 -1.64
H 2.99 4.13 1.16
H 4.75 2.39 -0.02
H 4.52 0.95 -2.36
H 3.16 1.39 -3.41
H 2.98 0.13 -2.20
H -0.44 5.81 2.31
H -0.11 4.51 4.70
H 1.61 2.08 5.01
H 1.52 0.99 3.61
H 0.12 1.23 4.65
H 2.27 5.64 -1.65
H 1.91 8.36 -1.84
H 0.23 10.04 -0.43
H -0.39 9.35 1.08
H -1.35 9.24 -0.40
C -1.64 -0.40 2.83
C -0.55 -1.11 3.57
C -0.71 -1.42 4.95
C 0.35 -1.95 5.62
C 1.57 -2.20 4.95
C 2.70 -2.71 5.62
C 3.85 -2.91 4.90
C 3.90 -2.65 3.52
C 2.81 -2.18 2.79
S 2.88 -1.98 1.09
C 1.61 -1.92 3.56
N 0.55 -1.37 2.92
H -2.51 -0.26 3.47
H -1.93 -0.97 1.94
H -1.29 0.58 2.50
H -1.64 -1.19 5.45
H 0.28 -2.17 6.68
H 2.65 -2.91 6.68
H 4.74 -3.28 5.39
H 4.82 -2.85 2.98
C 0.52 -2.92 -8.54
C 1.52 -2.18 -7.69
C 2.84 -2.03 -8.08
C 3.74 -1.37 -7.25
Cl 5.40 -1.20 -7.78
C 3.34 -0.86 -6.03
C 2.02 -1.00 -5.63
C 1.11 -1.65 -6.46
O -0.21 -1.80 -6.18
C -0.64 -1.42 -4.87
C 0.02 -2.21 -3.71
O 0.40 -3.36 -3.94
O 0.06 -1.56 -2.63
H 1.01 -3.35 -9.42
H -0.28 -2.25 -8.88
H 0.05 -3.71 -7.97
H 3.17 -2.44 -9.02
H 4.05 -0.37 -5.39
H 1.72 -0.63 -4.67
H -1.71 -1.63 -4.86
H -0.49 -0.35 -4.72
F -4.98 -1.19 6.56
C -5.01 -0.84 5.28
C -5.04 -1.82 4.30
F -5.04 -3.10 4.66
C -5.06 -1.45 2.98
F -5.06 -2.41 2.07
C -5.05 -0.10 2.58
S -4.99 0.34 0.94
C -5.03 0.86 3.61
F -5.02 2.15 3.31
C -5.01 0.51 4.94
F -4.98 1.43 5.90
N -0.96 -2.84 0.30
C -0.78 -3.96 0.12
C -0.43 -5.29 -0.30
C 0.16 -5.43 -1.56
C 0.50 -6.70 -1.99
C 0.26 -7.81 -1.19
C -0.33 -7.66 0.05
C -0.68 -6.40 0.51
H 0.31 -4.56 -2.19
H 0.95 -6.82 -2.97
H 0.53 -8.80 -1.55
H -0.52 -8.53 0.68
H -1.14 -6.26 1.48
*
```

Gap between HOMO and LUMO (alpha / beta) (Ha): 0.174 / 0.083
<S²>: 0.775
ΔE to the lowest compared entry with this formula, charge and spin (kcal per mole): 34.4
Maximum force (eV/A): 1.4

Löwdin population analysis, charges in e, atoms 1 to 6:
1. Cs 0.902
2. C -0.039
3. C -0.371
4. C -0.041
5. C -0.077
6. N 0.007

9.
Computed, not measured: C17H21N3O3S in the gas phase, with ωB97M-V/def2-TZVPD.

Structure (ORCA input):
```
! wB97M-V def2-TZVPD RIJCOSX def2/J DEFGRID3
* xyz 0 1
C -6.10 -2.02 -0.28
C -4.92 -1.19 0.08
C -5.08 0.07 0.67
C -3.98 0.83 1.01
C -2.71 0.34 0.77
S -1.28 1.30 1.21
O -0.48 0.60 2.17
O -1.70 2.64 1.52
N -0.42 1.28 -0.22
C -0.81 2.20 -1.27
C 0.37 2.15 -2.23
C 1.57 2.03 -1.29
C 1.03 1.19 -0.13
C 1.42 -0.28 -0.21
O 0.68 -1.17 -0.55
N 2.73 -0.51 0.15
N 3.57 0.51 0.44
C 4.72 -0.02 0.76
C 5.89 0.81 1.14
C 4.65 -1.44 0.70
C 3.37 -1.73 0.31
C 2.71 -3.03 0.08
C -2.52 -0.90 0.18
C -3.63 -1.66 -0.16
H -7.03 -1.48 -0.12
H -6.12 -2.93 0.32
H -6.05 -2.33 -1.33
H -6.07 0.44 0.86
H -4.08 1.80 1.46
H -1.75 1.86 -1.72
H -0.96 3.20 -0.85
H 0.42 3.03 -2.87
H 0.29 1.26 -2.86
H 2.43 1.57 -1.76
H 1.86 3.02 -0.92
H 1.38 1.56 0.84
H 6.74 0.58 0.49
H 6.19 0.60 2.17
H 5.64 1.86 1.05
H 5.44 -2.13 0.92
H 3.40 -3.84 0.31
H 1.82 -3.11 0.72
H 2.37 -3.11 -0.95
H -1.52 -1.25 0.00
H -3.50 -2.63 -0.61
*
```

Gap between HOMO and LUMO (Ha): 0.368
SMILES string: Cc1ccc(S(=O)(=O)N2CCC[C@@H]2C(=O)n2nc(C)cc2C)cc1
ΔE to the lowest compared entry with this formula, charge and spin (kcal per mole): 51.4
Maximum force (eV/A): 1.2

Löwdin population analysis, charges in e, atoms 1 to 6:
1. C -0.049
2. C -0.271
3. C -0.032
4. C -0.047
5. C -0.273
6. S 0.689

10.
Computed, not measured: 2 unconnected molecules or ions with the total composition C4H10O3, with ωB97M-V/def2-TZVPD.

Structure (ORCA input):
```
! wB97M-V def2-TZVPD RIJCOSX def2/J DEFGRID3
* xyz 0 1
C -2.62 -0.02 0.34
O -1.36 -0.63 0.29
C -0.32 0.27 0.51
C 1.01 -0.39 0.24
O 1.13 -1.57 0.01
C 2.25 0.50 0.25
O 3.39 -0.24 -0.03
H -3.36 -0.81 0.18
H -2.73 0.74 -0.45
H -2.80 0.46 1.31
H -0.41 1.16 -0.13
H -0.32 0.64 1.56
H 2.32 0.99 1.24
H 2.10 1.31 -0.49
H 3.08 -1.15 -0.17
H -0.63 -0.43 -2.64
H -0.74 -0.83 -2.02
*
```

Gap between HOMO and LUMO (Ha): 0.408
SMILES string: COCC(=O)CO.[H][H]
ΔE to the lowest compared entry with this formula, charge and spin (kcal per mole): 57.8
Maximum force (eV/A): 0.5

Löwdin population analysis, charges in e, atoms 1 to 6:
1. C -0.108
2. O -0.210
3. C -0.202
4. C -0.348
5. O 0.106
6. C -0.209

11.
Computed, not measured: 2 unconnected molecules or ions with the total composition C4H13N2O, with ωB97M-V/def2-TZVPD.

Structure (ORCA input):
```
! wB97M-V def2-TZVPD RIJCOSX def2/J DEFGRID3
* xyz 2 2
C 1.26 -1.65 -0.84
C 1.21 -0.35 -0.02
C 0.00 0.40 -0.37
C -0.21 0.94 -1.64
N -1.26 1.63 -1.98
N -1.11 0.33 0.60
H 1.25 -1.53 -1.93
H 0.42 -2.31 -0.66
H 2.14 -2.24 -0.59
H 1.25 -0.62 1.03
H 2.12 0.22 -0.18
H 0.46 0.74 -2.47
H -1.91 2.07 -1.33
H -1.37 2.02 -2.92
H -1.89 -0.19 0.16
H -0.75 -0.12 1.49
H -1.45 1.25 0.90
H 0.00 0.56 3.75
H 0.23 -0.91 3.69
O -0.38 -0.24 3.33
*
```

Gap between HOMO and LUMO (alpha / beta) (Ha): 0.395 / 0.292
<S²>: 0.761
ΔE to the lowest compared entry with this formula, charge and spin (kcal per mole): 27.7
Maximum force (eV/A): 1.3

Löwdin population analysis, charges in e, atoms 1 to 6:
1. C -0.031
2. C -0.151
3. C -0.119
4. C 0.006
5. N 0.259
6. N 0.274

12.
Computed, not measured: 2 unconnected molecules or ions with the total composition CCl3F3Si, with ωB97M-V/def2-TZVPD.

Structure (ORCA input):
```
! wB97M-V def2-TZVPD RIJCOSX def2/J DEFGRID3
* xyz 0 1
C -1.22 -1.56 0.52
F 0.69 2.45 0.74
F -0.50 0.61 -0.79
F 1.83 1.33 -1.12
Si 0.81 1.01 0.04
Cl 1.46 -0.39 1.30
Cl -0.44 -2.50 -0.74
Cl -2.63 -0.94 0.06
*
```

Gap between HOMO and LUMO (Ha): 0.311
ΔE to the lowest compared entry with this formula, charge and spin (kcal per mole): 39.8
Maximum force (eV/A): 2.3

Löwdin population analysis, charges in e, atoms 1 to 6:
1. C -1.093
2. F -0.096
3. F -0.158
4. F -0.090
5. Si -0.189
6. Cl 0.483

13.
Computed, not measured: 2 unconnected molecules or ions with the total composition C2ClF4N, with ωB97M-V/def2-TZVPD.

Structure (ORCA input):
```
! wB97M-V def2-TZVPD RIJCOSX def2/J DEFGRID3
* xyz 0 1
C -1.55 0.41 0.00
C 1.45 -0.19 0.01
N -0.46 0.98 0.00
F -2.64 1.16 0.03
F 1.44 -0.84 1.13
F 1.36 -0.97 -1.04
F 2.36 0.72 -0.08
Cl -1.97 -1.27 -0.04
*
```

Gap between HOMO and LUMO (alpha / beta) (Ha): 0.338 / 0.338
ΔE to the lowest compared entry with this formula, charge and spin (kcal per mole): 63.6
Maximum force (eV/A): 4.2

Löwdin population analysis, charges in e, atoms 1 to 6:
1. C -0.973
2. C -0.487
3. N 0.150
4. F 0.007
5. F 0.202
6. F 0.193